1.
Computed, not measured: a molecular structure, C18H19CaN6O3S2, with wB97M-V/def2-TZVPD.

Summary:
* E_tot: -2725.4079 a.u.
* relative energy (zero: lowest compared OMol25 entry of this formula, charge and spin): 2.0 kcal per mole
* HOMO-LUMO gap: 6.59 eV

ORCA input file:
```
! RIJCOSX wB97M-V def2-TZVPD def2/J DEFGRID3
* xyz 1 1
Ca 1.020 -0.263 -0.780
N -1.799 0.117 7.057
C -1.840 -0.035 5.668
C -2.796 0.710 4.876
C -2.656 0.697 3.517
C -1.683 -0.118 2.927
C -0.824 -0.972 3.691
C -0.970 -0.974 5.039
S -1.436 -0.185 1.176
O -2.730 0.060 0.630
O -0.655 -1.388 0.908
N -0.370 0.945 0.656
C -0.732 1.904 -0.304
N -1.951 2.482 -0.280
C -2.027 3.614 -0.940
C -0.940 4.221 -1.597
C 0.193 3.460 -1.635
N 0.292 2.282 -1.069
H -2.623 0.389 7.531
H -1.162 -0.531 7.523
H -3.580 1.246 5.340
H -3.376 1.178 2.898
H -0.186 -1.744 3.183
H -0.411 -1.613 5.685
H -3.068 3.972 -1.007
H -1.033 5.207 -2.074
H 0.984 3.881 -2.299
N 7.492 -2.600 -4.162
C 6.712 -2.220 -3.409
C 5.559 -1.766 -2.693
C 5.664 -1.592 -1.370
C 4.559 -1.139 -0.655
N 3.386 -0.858 -1.271
C 3.330 -1.135 -2.598
C 4.338 -1.589 -3.375
H 6.540 -1.708 -0.744
H 4.655 -0.962 0.432
H 2.420 -0.999 -3.141
H 4.148 -1.780 -4.409
C -2.596 0.328 -2.950
S -1.497 -1.001 -3.544
C -2.296 -2.449 -2.883
O -0.240 -0.886 -2.613
H -2.790 0.234 -1.852
H -3.546 0.180 -3.457
H -2.191 1.279 -3.262
H -3.367 -2.326 -3.140
H -2.069 -2.285 -1.798
H -1.850 -3.267 -3.425
*
```

Mulliken atomic charge list, values in e, 2 entries: 1.895, -0.492

***

2.
Computed, not measured: a molecular structure, C18H19Cl2N6O2S2Ti, with wB97M-V/def2-TZVPD.

Summary:
* E_tot: -3742.4461 a.u.
* relative energy (zero: lowest compared OMol25 entry of this formula, charge and spin): 1.4 kcal per mole
* HOMO-LUMO gap (spin up / spin down): 7.07 / 6.48 eV

ORCA input file:
```
! RIJCOSX wB97M-V def2-TZVPD def2/J DEFGRID3
* xyz 1 3
Ti 0.414 -0.391 -3.183
N 1.434 0.125 6.872
C 1.088 0.331 5.592
C -0.165 0.925 5.274
C -0.516 1.134 3.981
C 0.359 0.764 2.900
C 1.624 0.174 3.245
C 1.971 -0.035 4.540
S 0.215 -1.012 0.194
O 0.946 -1.921 1.028
O 0.024 0.939 1.688
N 1.028 -0.273 -0.892
C 2.369 -0.453 -1.193
N 2.541 -0.471 -2.523
C 3.771 -0.675 -2.997
C 4.828 -0.831 -2.125
C 4.548 -0.746 -0.766
N 3.320 -0.552 -0.283
H 0.806 0.351 7.624
H 2.301 -0.326 7.109
H -0.833 1.207 6.079
H -1.467 1.581 3.725
H 2.286 -0.102 2.433
H 2.924 -0.487 4.789
H 3.877 -0.694 -4.075
H 5.833 -1.000 -2.478
H 5.342 -0.837 -0.034
Cl 1.083 0.318 -5.560
C -0.068 -1.041 -5.117
Cl -0.949 -2.218 -2.466
H 0.358 -1.947 -5.540
H -1.031 -0.801 -5.557
N -0.054 2.640 -0.592
C -0.891 1.897 -1.321
S -0.642 1.868 -3.041
N -1.830 1.241 -0.651
C -2.929 0.444 -1.096
C -3.350 -0.553 -0.223
C -4.407 -1.375 -0.570
C -5.050 -1.202 -1.788
C -4.643 -0.187 -2.638
C -3.588 0.648 -2.298
H 0.731 3.054 -1.063
H -0.008 2.513 0.412
H -1.712 1.253 0.360
H -2.841 -0.690 0.725
H -4.724 -2.154 0.109
H -5.871 -1.847 -2.066
H -5.155 -0.030 -3.578
H -3.296 1.444 -2.962
*
```

Mulliken atomic charge list, values in e, 2 entries: 0.426, -0.421

***

3.
Computed, not measured: a molecular structure, C18H19Cl2O5SSeTl, with wB97M-V/def2-TZVPD.

Summary:
* E_tot: -4966.1695 a.u.
* relative energy (zero: lowest compared OMol25 entry of this formula, charge and spin): 0.4 kcal per mole
* HOMO-LUMO gap: 6.05 eV

ORCA input file:
```
! RIJCOSX wB97M-V def2-TZVPD def2/J DEFGRID3
* xyz -2 1
Tl -0.266 -0.579 -0.514
O 0.837 7.103 -6.043
C 1.552 7.227 -4.882
O 2.123 8.273 -4.675
C 1.572 6.054 -3.992
C 1.037 4.803 -4.324
C 1.082 3.744 -3.447
C 1.666 3.860 -2.163
S 1.730 2.526 -1.078
C 2.203 5.131 -1.846
C 2.159 6.185 -2.729
H 0.392 6.246 -6.042
H 0.586 4.617 -5.297
H 0.668 2.785 -3.730
H 2.660 5.255 -0.873
H 2.579 7.146 -2.460
O 0.809 0.986 1.568
H 1.653 0.569 1.779
H 1.041 1.771 1.042
C -8.411 -2.384 -2.204
C -7.138 -2.019 -1.486
C -6.160 -2.964 -1.215
C -4.981 -2.641 -0.549
C -3.970 -3.721 -0.290
C -4.747 -1.321 -0.118
Se -3.168 -0.879 0.861
C -5.731 -0.352 -0.405
C -5.560 1.086 0.003
C -6.896 -0.716 -1.070
H -8.390 -3.427 -2.525
H -8.565 -1.766 -3.092
H -9.287 -2.252 -1.564
H -6.312 -3.991 -1.539
H -4.286 -4.662 -0.746
H -3.821 -3.868 0.781
H -2.992 -3.439 -0.682
H -4.508 1.365 0.002
H -5.924 1.250 1.022
H -6.119 1.742 -0.668
H -7.634 0.054 -1.283
Cl 0.263 -2.364 2.190
C 1.922 -2.910 1.869
Cl 3.086 -1.616 2.332
C 2.167 -3.328 0.382
O 2.928 -4.294 0.278
O 1.582 -2.657 -0.491
H 2.120 -3.743 2.533
*
```

Mulliken atomic charge list, values in e, 2 entries: 0.687, -0.488

***

4.
Computed, not measured: a single C18H19ClFN3O3 molecule, with wB97M-V/def2-TZVPD.

Summary:
* E_tot: -1646.7187 a.u.
* HOMO-LUMO gap: 8.00 eV
* structure (SMILES): COc1ccc(NC(=O)CN(C)CC(=O)Nc2cccc(F)c2)cc1Cl

ORCA input file:
```
! RIJCOSX wB97M-V def2-TZVPD def2/J DEFGRID3
* xyz 0 1
C -0.495 0.366 5.523
O -0.376 -0.585 4.699
C 0.358 -0.370 3.412
C 0.308 -1.277 2.474
C 0.784 -1.489 1.140
C 1.575 -0.493 0.697
N 1.861 -0.153 -0.660
C 1.790 -0.798 -1.614
O 0.781 -1.934 -1.629
C 2.289 -0.316 -2.958
N 1.402 -0.055 -3.956
C 0.619 -0.953 -4.398
C 0.759 1.438 -3.613
C 0.118 1.302 -2.255
O 0.546 2.170 -1.342
N -0.903 0.479 -1.964
C -1.734 0.620 -0.751
C -2.336 -0.728 -0.516
C -2.768 -1.012 0.617
C -3.010 -0.199 1.699
C -2.016 0.826 1.492
F -1.959 1.893 2.567
C -1.376 1.212 0.433
C 1.588 0.817 1.602
C 1.075 0.759 2.860
Cl 1.549 2.065 3.962
H -0.961 1.327 5.118
H -1.058 0.030 6.157
H 0.352 0.796 5.862
H -0.360 -2.335 2.703
H 0.498 -2.537 0.397
H 2.599 0.477 -0.559
H 2.986 0.315 -2.747
H 2.705 -1.419 -3.514
H -0.163 -0.532 -5.175
H 0.938 -1.591 -4.929
H -0.134 -1.626 -3.727
H -0.040 1.771 -4.290
H 1.579 1.842 -3.597
H -1.332 -0.049 -2.631
H -2.310 -1.408 -1.464
H -3.413 -1.906 0.647
H -3.372 -0.451 2.646
H -0.949 2.202 0.325
H 2.007 1.509 1.254
*
```

Mulliken atomic charge list, values in e, 2 entries: -1.154, -0.447

***

5.
Computed, not measured: a molecular structure, C18H19ClFeN, with wB97M-V/def2-TZVPD.

Summary:
* E_tot: -2475.7295 a.u.
* HOMO-LUMO gap (spin up / spin down): 2.79 / 5.24 eV

ORCA input file:
```
! RIJCOSX wB97M-V def2-TZVPD def2/J DEFGRID3
* xyz -1 5
Cl -2.897 -0.719 2.366
C -1.210 -0.941 2.161
C -0.309 -0.069 2.791
C 1.064 -0.198 2.551
C 1.540 -1.206 1.692
N 2.888 -1.217 1.283
C 0.639 -2.130 1.140
C -0.738 -1.989 1.354
H -0.686 0.708 3.450
H 1.769 0.488 3.023
H 3.287 -2.148 1.189
H 3.495 -0.609 1.825
H 1.013 -2.941 0.512
H -1.445 -2.675 0.896
C 3.510 -1.422 -1.359
C 4.319 -0.710 -2.322
C 5.538 -0.070 -2.054
C 6.374 0.630 -3.063
C 7.387 1.378 -2.378
C 7.194 1.215 -0.945
C 6.063 0.350 -0.733
Fe 5.554 1.903 -1.823
C 3.693 2.401 -1.355
C 3.960 2.600 -2.770
C 5.095 3.500 -2.891
C 5.533 3.853 -1.550
C 4.667 3.172 -0.602
H 2.519 -1.658 -1.767
H 3.990 -2.347 -1.008
H 3.365 -0.765 -0.490
H 4.055 -0.783 -3.381
H 6.244 0.488 -4.131
H 8.202 1.925 -2.848
H 7.837 1.619 -0.167
H 5.679 -0.033 0.208
H 2.852 1.851 -0.940
H 3.363 2.210 -3.589
H 5.489 3.902 -3.819
H 6.311 4.569 -1.303
H 4.685 3.284 0.479
*
```

Mulliken atomic charge list, values in e, 2 entries: -0.245, 0.305

***

6.
Computed, not measured: a single C18H19F3N4O6 molecule, with wB97M-V/def2-TZVPD.

Summary:
* E_tot: -1667.2962 a.u.
* relative energy (zero: lowest compared OMol25 entry of this formula, charge and spin): 13.2 kcal per mole
* HOMO-LUMO gap: 8.82 eV
* structure (SMILES): O=C(O)CCN(CCO)c1c(F)cc(N2C[C@H](CNc3ccon3)OC2=O)c(F)c1F

ORCA input file:
```
! RIJCOSX wB97M-V def2-TZVPD def2/J DEFGRID3
* xyz 0 1
O 2.054 1.512 -6.091
C 1.289 0.623 -5.810
O 1.199 -0.529 -6.549
C 0.336 0.903 -4.689
C 0.936 1.822 -3.584
N 0.071 1.707 -2.355
C -1.150 2.540 -2.258
C -0.896 3.739 -1.336
O -1.877 4.749 -1.612
C 0.544 1.032 -1.200
C 1.669 1.527 -0.526
F 2.266 2.711 -0.882
C 2.231 0.724 0.472
C 1.666 -0.506 0.833
N 2.201 -1.260 1.912
C 1.362 -1.842 2.960
C 2.275 -1.665 4.193
C 1.995 -0.383 4.961
N 0.750 -0.575 5.750
C -0.466 -0.115 5.333
C -1.593 -0.243 6.161
C -2.583 0.376 5.482
O -2.135 0.990 4.347
N -0.718 0.637 4.289
O 3.612 -1.567 3.680
C 3.505 -1.220 2.385
O 4.447 -0.994 1.641
C 0.479 -0.962 0.240
F -0.101 -2.122 0.633
C -0.043 -0.207 -0.799
F -1.151 -0.683 -1.462
H 0.536 -1.123 -6.131
H 0.084 -0.036 -4.228
H -0.583 1.336 -5.067
H 1.004 2.855 -3.952
H 1.921 1.412 -3.295
H -2.028 1.929 -1.930
H -1.402 2.943 -3.227
H -0.920 3.418 -0.284
H 0.097 4.148 -1.515
H -1.636 5.597 -1.179
H 3.130 1.099 0.959
H 1.220 -2.934 2.741
H 0.380 -1.337 3.037
H 2.216 -2.514 4.854
H 2.792 -0.171 5.622
H 1.864 0.449 4.262
H 0.819 -1.006 6.673
H -1.632 -0.748 7.114
H -3.582 0.423 5.884
*
```

Mulliken atomic charge list, values in e, 2 entries: -0.535, 0.585

***

7.
Computed, not measured: a single C18H19FN2O3 molecule, with wB97M-V/def2-TZVPD.

Summary:
* E_tot: -1132.3950 a.u.
* relative energy (zero: lowest compared OMol25 entry of this formula, charge and spin): 38.6 kcal per mole
* HOMO-LUMO gap: 8.49 eV
* structure (SMILES): CC(=O)c1ccc(N2CCN(C(=O)c3ccco3)[C@H](C)C2)c(F)c1

ORCA input file:
```
! RIJCOSX wB97M-V def2-TZVPD def2/J DEFGRID3
* xyz 0 1
C 2.723 1.328 -3.940
C 1.600 0.321 -4.029
O 1.511 -0.447 -4.964
C 0.621 0.311 -2.925
C -0.390 -0.654 -2.927
C -1.318 -0.723 -1.919
C -1.304 0.158 -0.822
N -2.264 0.038 0.155
C -2.445 1.020 1.200
C -1.503 0.719 2.401
N -1.100 -0.671 2.306
C 0.063 -1.027 1.676
O 0.188 -2.058 1.035
C 1.229 -0.138 1.819
C 2.327 -0.108 0.995
C 3.197 0.862 1.532
C 2.578 1.342 2.646
O 1.391 0.750 2.828
C -2.289 -1.491 2.067
C -2.114 -2.959 2.427
C -2.693 -1.283 0.586
C -0.300 1.139 -0.866
F -0.177 2.071 0.125
C 0.638 1.219 -1.869
H 3.280 1.190 -3.017
H 2.320 2.338 -3.959
H 3.390 1.195 -4.788
H -0.426 -1.349 -3.752
H -2.094 -1.469 -1.978
H -2.280 2.023 0.815
H -3.492 0.953 1.515
H -2.024 0.877 3.349
H -0.634 1.369 2.376
H 2.465 -0.706 0.118
H 4.152 1.159 1.148
H 2.870 2.080 3.367
H -3.063 -1.078 2.724
H -3.063 -3.473 2.295
H -1.808 -3.048 3.467
H -1.361 -3.427 1.802
H -2.193 -2.043 -0.011
H -3.779 -1.381 0.469
H 1.380 1.996 -1.791
*
```

Mulliken atomic charge list, values in e, 2 entries: -1.340, 1.073

***

8.
Computed, not measured: a molecular structure, C18H19MnN4OS, with wB97M-V/def2-TZVPD.

Summary:
* E_tot: -2540.7147 a.u.
* HOMO-LUMO gap (spin up / spin down): 7.25 / 7.35 eV

ORCA input file:
```
! RIJCOSX wB97M-V def2-TZVPD def2/J DEFGRID3
* xyz 0 3
Mn 0.154 0.170 -0.004
O 0.411 2.109 0.172
N -0.167 2.752 1.190
C -0.087 4.099 1.182
C -0.649 4.841 2.183
C -1.315 4.174 3.216
C -1.385 2.806 3.202
C -0.796 2.056 2.167
S -0.827 0.345 2.067
H 0.444 4.504 0.335
H -0.571 5.917 2.151
H -1.775 4.734 4.019
H -1.895 2.256 3.980
C -3.077 0.913 -1.279
C -3.066 -0.516 -1.738
C -4.201 -1.113 -2.271
C -4.189 -2.436 -2.686
C -3.024 -3.181 -2.564
C -1.872 -2.624 -2.029
C -0.607 -3.422 -1.888
C -1.892 -1.280 -1.616
N -0.748 -0.707 -1.110
H -4.010 1.402 -1.556
H -2.241 1.468 -1.712
H -2.961 0.975 -0.193
H -5.108 -0.525 -2.363
H -5.082 -2.885 -3.103
H -3.008 -4.217 -2.885
H -0.769 -4.462 -2.172
H -0.241 -3.390 -0.860
H 0.187 -3.013 -2.518
N 6.172 -1.432 0.942
C 4.864 -1.077 0.758
C 4.179 -0.307 1.704
C 2.874 0.052 1.458
N 2.211 -0.294 0.351
C 2.865 -1.032 -0.555
C 4.170 -1.439 -0.401
H 6.562 -1.357 1.865
H 6.555 -2.162 0.368
H 4.661 0.003 2.622
H 2.314 0.637 2.178
H 2.298 -1.307 -1.435
H 4.644 -2.034 -1.170
*
```

Mulliken atomic charge list, values in e, 2 entries: 0.861, -0.708

***

Question: Which value of E_tot does entry 7 give?
Answer: -1132.3950 a.u.